Arrangement A

Below is C27H34B2N7O7Pt as an isolated structure, with properties calculated with the ωB97M-V functional and the def2-TZVPD basis.

Calculated values
- HOMO energy (eV) = -3.66
- total charge = -1

Atoms and positions in Å:
Pt1 -1.20 -0.97 -0.41
B1 -1.37 -2.45 -3.67
N1 -1.22 -3.34 -2.39
C1 -1.10 -4.67 -2.35
C2 -0.68 -5.04 -1.08
C3 -0.55 -3.85 -0.39
N2 -0.87 -2.82 -1.19
N3 -2.25 -1.22 -3.35
C4 -3.13 -0.64 -4.17
C5 -3.50 0.59 -3.65
C6 -2.77 0.68 -2.47
N4 -2.02 -0.40 -2.30
H1 -0.28 -2.09 -4.04
H2 -1.95 -3.11 -4.50
H3 -1.31 -5.25 -3.23
H4 -0.49 -6.04 -0.72
H5 -0.29 -3.65 0.64
H6 -3.42 -1.14 -5.08
H7 -4.19 1.31 -4.06
H8 -2.74 1.46 -1.72
C7 2.52 2.78 1.33
C8 1.55 1.62 1.19
N5 1.52 0.76 2.33
O1 1.81 0.94 0.04
H9 3.50 2.38 1.58
H10 2.19 3.45 2.12
H11 2.57 3.32 0.39
H12 1.06 1.24 3.10
H13 0.93 -0.04 2.10
C9 2.67 -2.72 -2.17
C10 3.60 -1.77 -1.43
C11 4.92 -1.67 -2.18
O2 2.99 -0.47 -1.45
B2 2.55 -0.18 -0.18
O3 2.95 -1.09 0.76
C12 3.74 -2.10 0.11
C13 3.18 -3.44 0.53
C14 5.16 -1.95 0.65
H14 2.60 -2.40 -3.21
H15 1.67 -2.68 -1.75
H16 3.03 -3.75 -2.14
H17 4.71 -1.34 -3.20
H18 5.42 -2.64 -2.23
H19 5.59 -0.95 -1.72
H20 2.15 -3.57 0.20
H21 3.20 -3.51 1.61
H22 3.78 -4.26 0.12
H23 5.54 -0.94 0.50
H24 5.85 -2.65 0.18
H25 5.15 -2.14 1.72
O4 0.20 2.24 1.08
C15 -0.33 2.77 -0.02
O5 -0.16 2.40 -1.13
C16 -1.28 3.91 0.31
C17 -1.52 4.36 1.61
C18 -2.39 5.40 1.84
C19 -3.02 6.00 0.77
C20 -2.81 5.58 -0.53
C21 -1.94 4.53 -0.76
N6 -3.94 7.12 1.02
O6 -4.47 7.64 0.05
O7 -4.12 7.47 2.17
H26 -1.02 3.86 2.43
H27 -2.59 5.76 2.84
H28 -3.32 6.07 -1.34
H29 -1.74 4.17 -1.76
N7 -0.75 -0.60 1.28
C22 -1.59 -0.61 2.38
C23 -2.62 0.34 2.57
C24 -3.38 0.37 3.73
C25 -3.16 -0.55 4.74
C26 -2.15 -1.50 4.58
C27 -1.37 -1.51 3.44
H30 -2.80 1.04 1.76
H31 -4.17 1.11 3.83
H32 -3.76 -0.54 5.64
H33 -1.97 -2.22 5.37
H34 -0.57 -2.24 3.34

***

Arrangement B

Below is C27H34B2N7O7Pt as an isolated structure, with properties calculated with the ωB97M-V functional and the def2-TZVPD basis.

Calculated values
- HOMO energy (eV) = -3.62
- total charge = -1

Atoms and positions in Å:
Pt1 -1.14 -0.33 -0.16
B1 -2.35 -2.63 2.13
N1 -1.56 -1.42 2.71
C1 -1.33 -1.13 3.99
C2 -0.78 0.14 4.07
C3 -0.72 0.57 2.74
N2 -1.19 -0.38 1.94
N3 -1.51 -3.19 0.96
C4 -1.25 -4.47 0.65
C5 -0.59 -4.50 -0.57
C6 -0.50 -3.16 -0.95
N4 -1.07 -2.39 -0.02
H1 -3.43 -2.26 1.73
H2 -2.42 -3.47 2.99
H3 -1.58 -1.84 4.76
H4 -0.49 0.68 4.95
H5 -0.37 1.50 2.33
H6 -1.54 -5.26 1.32
H7 -0.23 -5.37 -1.11
H8 -0.05 -2.70 -1.81
C7 -5.52 3.45 0.29
C8 -4.16 2.89 0.68
N5 -3.97 1.59 0.38
O1 -3.33 3.57 1.26
H9 -5.86 3.06 -0.67
H10 -5.45 4.53 0.25
H11 -6.25 3.18 1.06
H12 -4.60 1.12 -0.26
H13 -3.05 1.17 0.48
C9 1.90 2.36 -2.42
C10 2.99 1.30 -2.35
C11 4.30 1.83 -2.90
O2 3.17 0.98 -0.95
B2 2.39 -0.10 -0.71
O3 1.95 -0.76 -1.82
C12 2.56 -0.08 -2.96
C13 1.52 0.02 -4.06
C14 3.73 -0.95 -3.39
H14 2.22 3.21 -1.83
H15 0.96 1.97 -2.03
H16 1.74 2.70 -3.45
H17 4.52 2.79 -2.44
H18 4.23 1.98 -3.98
H19 5.14 1.15 -2.69
H20 0.61 0.48 -3.69
H21 1.28 -0.98 -4.42
H22 1.91 0.60 -4.90
H23 4.48 -1.03 -2.59
H24 4.21 -0.56 -4.28
H25 3.36 -1.95 -3.60
O4 2.23 1.29 1.76
C15 2.26 0.09 1.68
O5 2.13 -0.62 0.55
C16 2.37 -0.80 2.89
C17 2.65 -0.20 4.11
C18 2.73 -0.97 5.26
C19 2.51 -2.33 5.15
C20 2.21 -2.95 3.95
C21 2.15 -2.17 2.81
N6 2.59 -3.16 6.37
O6 2.39 -4.36 6.26
O7 2.85 -2.60 7.42
H26 2.80 0.87 4.15
H27 2.95 -0.54 6.22
H28 2.03 -4.01 3.92
H29 1.90 -2.61 1.85
N7 -1.01 0.86 -1.53
C22 -1.84 1.54 -2.35
C23 -2.31 0.97 -3.56
C24 -3.09 1.70 -4.44
C25 -3.45 3.01 -4.17
C26 -3.01 3.58 -2.97
C27 -2.22 2.87 -2.08
H30 -2.05 -0.07 -3.78
H31 -3.43 1.22 -5.35
H32 -4.07 3.57 -4.85
H33 -3.28 4.60 -2.73
H34 -1.90 3.32 -1.15

***

Top of the stability list: arrangement B, leading by 144.8 kJ/mol.

***

Arrangement A

Below is a 2-piece molecular cluster, C3H9NO2 overall, with properties calculated with the ωB97M-V functional and the def2-TZVPD basis.

Calculated values
- HOMO energy (spin up / spin down) (eV) = -13.97 / -13.93
- 2S+1 = 2
- total charge = +1
- expectation value of S² = 0.756

Atoms and positions in Å:
C1 1.42 -1.27 -1.17
C2 1.28 0.04 -1.00
O1 0.27 0.75 -1.63
H1 1.72 -1.90 -0.28
H2 1.10 -1.81 -2.05
H3 1.91 0.64 -0.35
H4 -0.55 0.27 -1.41
N1 -0.46 -1.01 1.48
C3 -0.53 0.44 1.41
O2 -1.59 0.97 0.59
H5 -0.98 -1.36 2.31
H6 -0.83 -1.44 0.66
H7 -0.82 0.91 2.41
H8 0.38 0.97 1.09
H9 -1.24 1.82 0.13

***

Arrangement B

Below is a 2-piece molecular cluster, C3H9NO2 overall, with properties calculated with the ωB97M-V functional and the def2-TZVPD basis.

Calculated values
- HOMO energy (spin up / spin down) (eV) = -14.34 / -14.34
- 2S+1 = 2
- total charge = +1
- expectation value of S² = 0.770

Atoms and positions in Å:
C1 1.09 1.62 1.99
C2 1.09 0.17 1.23
N1 -0.16 -0.59 0.99
C3 -1.39 -0.18 0.49
O1 2.14 -0.26 0.79
H1 0.50 1.35 2.90
H2 0.60 2.25 1.20
H3 2.17 1.84 2.13
H4 0.43 -1.31 0.50
H5 -1.95 -0.77 -0.23
H6 -2.10 0.13 1.23
H7 -1.24 0.82 -0.03
H8 -2.11 -1.41 -4.87
H9 -1.06 -0.81 -4.31
O2 -2.00 -0.68 -4.26

***

Arrangement C

Below is a 3-piece molecular cluster, C3H9NO2 overall, with properties calculated with the ωB97M-V functional and the def2-TZVPD basis.

Calculated values
- HOMO energy (spin up / spin down) (eV) = -14.31 / -14.31
- 2S+1 = 2
- total charge = +1
- expectation value of S² = 0.757

Atoms and positions in Å:
C1 1.04 -0.75 0.36
C2 2.11 -0.69 -0.55
C3 1.08 1.33 1.22
N1 0.38 0.31 0.87
H1 0.67 -1.71 0.67
H2 2.44 0.30 -0.85
H3 2.62 -1.59 -0.90
H4 0.70 2.13 1.85
H5 2.09 1.51 0.82
H6 -2.45 -1.69 0.76
H7 -1.30 -0.64 0.21
O1 -1.86 -1.40 0.06
H8 -2.75 1.02 -2.24
H9 -2.50 0.58 -0.82
O2 -2.27 1.28 -1.44

***

Top of the stability list: arrangement B, leading by 53.0 kJ/mol.

***

Arrangement A

Below is one molecule with the formula C3H3Br2N, with properties calculated with the ωB97M-V functional and the def2-TZVPD basis.

Calculated values
- HOMO energy (spin up / spin down) (eV) = -8.47 / -8.16
- SMILES = Br/C=N\C=C\Br
- total charge = 0

Atoms and positions in Å:
Br1 2.19 0.03 1.37
C1 1.69 -0.52 -0.39
N1 0.59 -0.34 -0.96
C2 -0.64 0.15 -0.73
C3 -1.42 0.21 0.84
Br2 -2.95 1.22 0.97
H1 2.51 -0.86 -0.95
H2 -0.83 0.79 -1.54
H3 -1.14 -0.69 1.39

***

Arrangement B

Below is C3H3Br2N as an isolated structure, with properties calculated with the ωB97M-V functional and the def2-TZVPD basis.

Calculated values
- HOMO energy (spin up / spin down) (eV) = -10.59 / -10.59
- total charge = 0

Atoms and positions in Å:
C1 1.90 -0.06 2.18
C2 0.13 -0.05 -0.06
C3 1.56 -0.06 0.07
N1 2.06 -0.12 3.31
Br1 2.60 1.55 -0.24
Br2 2.61 -1.50 -0.42
H1 -0.30 -0.19 -1.01
H2 -0.38 0.96 0.01
H3 -0.36 -0.78 0.59

***

Top of the stability list: arrangement B, leading by 62.8 kJ/mol.

***

Arrangement A

Below is one molecule with the formula C6H15O2P, with properties calculated with the ωB97M-V functional and the def2-TZVPD basis.

Calculated values
- HOMO energy (eV) = -8.12
- SMILES = COCCOCP(C)C
- total charge = 0

Atoms and positions in Å:
C1 -2.98 2.17 0.81
O1 -2.92 1.91 -0.57
C2 -1.99 0.86 -0.84
C3 -0.64 1.46 -1.28
O2 0.44 0.56 -1.34
C4 0.71 -0.05 -0.10
P1 2.16 -1.21 -0.43
C5 3.29 -1.14 1.07
C6 1.40 -2.93 -0.36
H1 -3.80 2.87 0.98
H2 -3.18 1.28 1.42
H3 -2.05 2.63 1.17
H4 -2.42 0.27 -1.65
H5 -1.94 0.24 0.06
H6 -0.40 2.36 -0.69
H7 -0.78 1.83 -2.30
H8 -0.11 -0.69 0.26
H9 0.95 0.66 0.70
H10 2.90 -1.74 1.90
H11 4.27 -1.54 0.81
H12 3.42 -0.11 1.41
H13 0.83 -3.01 0.58
H14 0.66 -2.98 -1.17
H15 2.15 -3.71 -0.44

***

Arrangement B

Below is a 2-piece molecular cluster, C6H15O2P overall, with properties calculated with the ωB97M-V functional and the def2-TZVPD basis.

Calculated values
- HOMO energy (eV) = -8.02
- total charge = 0

Atoms and positions in Å:
C1 -1.37 -2.35 -0.02
C2 2.08 -0.99 0.57
C3 1.90 1.46 0.99
C4 -1.72 2.09 -0.92
C5 -1.89 -0.96 -0.39
C6 1.47 0.35 0.11
O1 -1.38 -0.12 2.15
O2 -1.66 1.71 0.43
P1 -1.09 0.27 0.80
H1 -0.38 -2.27 0.47
H2 -2.14 -2.86 0.53
H3 -1.27 -2.95 -0.93
H4 1.57 -1.07 1.53
H5 1.82 -1.91 0.13
H6 3.21 -0.95 0.51
H7 2.97 1.17 1.05
H8 1.52 1.28 1.91
H9 1.80 2.50 0.89
H10 -0.99 1.62 -1.49
H11 -1.58 3.20 -0.93
H12 -2.74 1.91 -1.30
H13 -3.01 -1.05 -0.21
H14 -1.71 -0.75 -1.39
H15 1.38 0.43 -1.03

***

Arrangement C

Below is one molecule with the formula C6H15O2P, with properties calculated with the ωB97M-V functional and the def2-TZVPD basis.

Calculated values
- HOMO energy (eV) = -9.64
- SMILES = CC(C)(C)[P@@](C)(=O)CO
- total charge = 0

Atoms and positions in Å:
C1 1.34 -0.36 1.26
C2 0.91 -0.22 -0.25
C3 1.08 -1.52 -0.97
C4 1.72 0.92 -0.95
P1 -0.96 0.26 -0.35
C5 -1.09 1.94 0.55
O1 -1.45 0.21 -1.76
C6 -1.94 -0.87 0.66
O2 -3.28 -0.65 0.27
H1 0.80 0.51 1.71
H2 1.08 -1.23 1.64
H3 2.48 -0.25 1.25
H4 0.12 -1.96 -1.36
H5 1.57 -2.25 -0.40
H6 1.77 -1.51 -1.90
H7 2.75 0.50 -1.16
H8 1.09 1.27 -1.83
H9 1.93 1.80 -0.19
H10 -2.07 2.23 0.58
H11 -0.59 1.90 1.62
H12 -0.50 2.83 0.02
H13 -1.53 -1.84 0.51
H14 -1.94 -0.65 1.72
H15 -3.31 -1.05 -0.67

***

Top of the stability list: arrangement C, leading by 91.9 kJ/mol.

***

Arrangement A

Below is a 2-piece molecular cluster, C2H4INO2 overall, with properties calculated with the ωB97M-V functional and the def2-TZVPD basis.

Calculated values
- HOMO energy (eV) = -9.18
- total charge = 0

Atoms and positions in Å:
C1 -0.22 -1.74 0.16
C2 0.92 2.16 -1.12
N1 -1.11 -0.91 0.78
O1 0.48 -2.33 1.13
O2 1.90 2.72 -1.53
I1 -1.07 2.69 -1.63
H1 0.81 1.56 -0.21
H2 -1.72 -0.45 0.10
H3 -1.00 -0.70 1.74
H4 1.00 -2.99 0.57

***

Arrangement B

Below is a 2-piece molecular cluster, C2H4INO2 overall, with properties calculated with the ωB97M-V functional and the def2-TZVPD basis.

Calculated values
- HOMO energy (eV) = -10.11
- SMILES = C=C[N+](=O)[O-].I
- total charge = 0

Atoms and positions in Å:
C1 -1.17 -1.10 0.41
C2 -0.64 -0.03 -0.24
N1 -0.43 1.26 0.28
O1 0.19 2.04 -0.42
O2 -0.67 1.52 1.44
H1 -1.64 -0.96 1.44
H2 -1.36 -2.05 -0.06
H3 -0.44 -0.03 -1.26
I1 3.39 -0.36 -0.08
H4 2.75 -0.29 -1.52

***

Top of the stability list: arrangement A, leading by 184.2 kJ/mol.

***

Arrangement A

Below is one molecule with the formula C4H10N4O, with properties calculated with the ωB97M-V functional and the def2-TZVPD basis.

Calculated values
- HOMO energy (eV) = -9.37
- SMILES = C/N=N\N(C)C(=O)NC
- total charge = 0

Atoms and positions in Å:
C1 1.73 -1.87 -0.79
N1 0.40 -1.76 -1.11
N2 -0.36 -0.90 -0.63
N3 0.12 -0.17 0.47
C2 0.60 -0.82 1.70
C3 -0.62 0.95 0.73
O1 -0.84 1.38 1.83
N4 -1.16 1.58 -0.40
C4 -0.46 1.61 -1.69
H1 2.14 -0.95 -0.38
H2 2.01 -2.69 -0.13
H3 2.20 -2.18 -1.81
H4 0.07 -0.39 2.54
H5 0.33 -1.88 1.67
H6 1.72 -0.73 1.83
H7 -1.50 2.52 -0.17
H8 -0.66 0.74 -2.32
H9 -0.72 2.53 -2.24
H10 0.65 1.57 -1.56

***

Arrangement B

Below is C4H10N4O as an isolated structure, with properties calculated with the ωB97M-V functional and the def2-TZVPD basis.

Calculated values
- HOMO energy (eV) = -9.05
- total charge = 0

Atoms and positions in Å:
C1 0.69 0.97 1.89
C2 1.31 -0.33 1.20
C3 -0.28 -1.61 -0.27
C4 -0.65 0.55 -1.38
H1 0.91 1.04 3.50
H2 1.30 2.11 1.37
H3 -0.52 0.76 1.24
H4 2.27 -0.92 1.65
H5 1.71 -0.12 0.21
H6 -0.14 -1.83 1.84
H7 -1.21 -3.11 -0.07
H8 0.19 0.72 -3.36
H9 -1.01 2.13 -2.98
H10 -1.95 1.64 -1.01
N1 0.29 -1.49 0.96
N2 -1.30 -2.22 -0.76
N3 -0.24 1.31 -2.56
N4 -1.50 0.94 -0.48
O1 0.14 -0.53 -0.98

***

Arrangement C

Below is one molecule with the formula C4H10N4O, with properties calculated with the ωB97M-V functional and the def2-TZVPD basis.

Calculated values
- HOMO energy (eV) = -9.10
- SMILES = NN(N)N1CCCC1=O
- total charge = 0

Atoms and positions in Å:
N1 -1.95 0.74 1.15
N2 -1.69 0.23 -0.12
N3 -2.40 -0.95 -0.60
N4 -0.16 0.08 -0.08
C1 0.62 0.97 -0.93
C2 1.97 0.85 -0.19
C3 1.92 -0.66 0.38
C4 0.42 -0.87 0.63
O1 -0.06 -1.85 1.18
H1 -2.72 1.35 0.99
H2 -2.14 0.01 1.78
H3 -2.06 -0.96 -1.50
H4 -2.13 -1.77 -0.08
H5 0.36 2.04 -0.95
H6 0.61 0.57 -1.88
H7 2.01 1.54 0.60
H8 2.73 0.93 -0.95
H9 2.57 -0.95 1.16
H10 2.11 -1.30 -0.57

***

Arrangement D

Below is one molecule with the formula C4H10N4O, with properties calculated with the ωB97M-V functional and the def2-TZVPD basis.

Calculated values
- HOMO energy (eV) = -9.12
- SMILES = C/N=N\N(C)C(=O)NC
- total charge = 0

Atoms and positions in Å:
C1 -2.37 -0.28 0.36
N1 -1.61 -0.76 -0.77
N2 -0.46 -0.41 -0.94
N3 0.11 0.59 -0.11
C2 -0.59 1.88 -0.07
C3 1.52 0.65 -0.17
O1 2.11 1.70 -0.17
N4 2.12 -0.56 -0.23
C4 1.62 -1.89 0.14
H1 -1.75 -0.15 1.25
H2 -2.94 0.63 0.07
H3 -3.17 -1.04 0.45
H4 0.22 2.61 -0.13
H5 -1.20 2.05 -1.02
H6 -1.17 2.03 0.87
H7 3.11 -0.43 -0.30
H8 1.15 -2.40 -0.71
H9 2.48 -2.43 0.56
H10 0.84 -1.78 0.91

***

Top of the stability list: arrangement D, leading by 31.3 kJ/mol.

***

Arrangement A

Below is one molecule with the formula C6H4N2, with properties calculated with the ωB97M-V functional and the def2-TZVPD basis.

Calculated values
- HOMO energy (eV) = -9.13
- SMILES = C#Cc1cncnc1
- total charge = 0

Atoms and positions in Å:
C1 -3.11 0.02 0.26
C2 -1.86 0.17 -0.13
C3 -0.42 0.06 -0.15
C4 0.44 1.21 -0.29
N1 1.68 1.17 0.10
C5 2.27 -0.11 0.22
N2 1.60 -1.03 -0.14
C6 0.25 -1.12 -0.18
H1 -4.16 -0.21 0.33
H2 0.15 2.23 -0.48
H3 3.31 -0.28 0.79
H4 -0.14 -2.12 -0.33

***

Arrangement B

Below is a 2-piece molecular cluster, C6H4N2 overall, with properties calculated with the ωB97M-V functional and the def2-TZVPD basis.

Calculated values
- HOMO energy (spin up / spin down) (eV) = -9.48 / -11.51
- total charge = 0

Atoms and positions in Å:
C1 -1.38 -1.41 0.18
C2 -2.16 1.42 -0.21
C3 0.93 -0.07 0.25
C4 1.70 0.41 1.20
C5 0.71 -0.34 -1.19
C6 -0.26 -0.71 -0.12
N1 -2.31 -2.04 0.44
N2 -3.03 2.17 -0.21
H1 1.40 0.39 2.24
H2 2.66 0.85 0.97
H3 0.47 0.47 -1.86
H4 1.26 -1.14 -1.68

***

Top of the stability list: arrangement A, leading by 301.4 kJ/mol.

***

Arrangement A

Below is an isolated ion of composition C12H14NO and charge +1, with properties calculated with the ωB97M-V functional and the def2-TZVPD basis.

Calculated values
- HOMO energy (eV) = -12.52
- SMILES = C#C[C@@]([NH3+])(OCC=C)c1ccccc1
- total charge = +1

Atoms and positions in Å:
C1 -2.66 -1.69 0.71
C2 -1.83 -1.00 0.12
C3 -0.89 0.04 -0.46
N1 -1.49 0.25 -1.87
O1 -1.08 1.16 0.26
C4 -0.20 1.67 1.26
C5 -1.06 1.87 2.51
C6 -0.72 2.41 3.70
C7 0.49 -0.54 -0.77
C8 1.32 0.08 -1.74
C9 2.49 -0.49 -2.01
C10 2.86 -1.78 -1.56
C11 1.97 -2.43 -0.73
C12 0.78 -1.78 -0.31
H1 -3.28 -2.31 1.17
H2 -0.65 0.31 -2.40
H3 -2.09 -0.54 -2.26
H4 -1.98 1.22 -1.93
H5 0.75 1.10 1.44
H6 0.17 2.68 0.73
H7 -2.07 1.45 2.49
H8 -1.41 2.25 4.54
H9 0.17 2.93 3.97
H10 1.16 0.98 -2.31
H11 3.01 0.14 -2.69
H12 3.78 -2.34 -1.80
H13 2.26 -3.50 -0.56
H14 0.22 -2.18 0.54

***

Arrangement B

Below is an isolated ion of composition C12H14NO and charge +1, with properties calculated with the ωB97M-V functional and the def2-TZVPD basis.

Calculated values
- HOMO energy (eV) = -11.80
- SMILES = [NH3+]/C1=C2/C=CC=C[C@H]2CC=C=CCO1
- total charge = +1

Atoms and positions in Å:
N1 -0.64 -0.88 -2.09
C1 0.54 -0.24 -1.42
C2 0.78 -0.42 -0.10
C3 1.76 0.32 0.57
C4 2.11 -0.06 1.83
C5 1.61 -1.22 2.57
C6 0.60 -1.86 2.05
C7 -0.13 -1.30 0.78
C8 -1.23 -0.29 1.24
C9 -1.89 0.37 0.05
C10 -1.24 1.38 -0.52
C11 -0.60 2.35 -1.11
C12 0.65 2.24 -1.87
O1 0.99 0.77 -2.23
H1 -1.30 -0.73 -1.32
H2 -0.47 -1.86 -2.37
H3 -0.75 -0.44 -3.08
H4 2.08 1.18 0.06
H5 2.77 0.75 2.34
H6 2.27 -1.68 3.33
H7 0.23 -2.73 2.64
H8 -0.47 -2.22 0.25
H9 -1.93 -0.86 1.92
H10 -0.66 0.40 1.80
H11 -2.81 0.06 -0.32
H12 -0.97 3.26 -0.86
H13 0.67 2.44 -2.90
H14 1.52 2.66 -1.49

***

Top of the stability list: arrangement A, leading by 38.0 kJ/mol.